1.
The following is a DFT calculation (the ωB97M-V functional and the def2-TZVPD basis) of the molecule C17H21N5O2S.

## Properties
* LUMO energy: 0.50 eV
* structure (SMILES): Cc1cccc(C(=O)N[C@H](C)/C=C/C(=O)N[C@H](C)c2nncs2)c1N
* Kohn-Sham gap: 9.25 eV
* ΔE to the lowest compared entry with this formula, charge and spin: 1.6731 eV

```
! RIJCOSX wB97M-V def2-TZVPD def2/J DEFGRID3
* xyz 0 1
C 1.58 -5.48 -3.09
C 2.15 -4.69 -1.95
C 3.40 -5.00 -1.42
C 3.94 -4.27 -0.36
C 3.22 -3.22 0.19
C 1.97 -2.92 -0.31
C 1.13 -1.83 0.31
O 0.46 -2.01 1.30
N 1.20 -0.63 -0.34
C 0.32 0.50 -0.06
C 0.46 1.01 1.38
C -1.10 0.14 -0.39
C -1.88 0.88 -1.17
C -3.29 0.49 -1.44
O -3.77 -0.58 -1.09
N -4.02 1.41 -2.13
C -5.45 1.21 -2.32
C -5.94 2.05 -3.49
C -6.20 1.54 -1.05
N -6.82 2.67 -0.87
N -7.38 2.77 0.37
C -7.19 1.71 1.08
S -6.27 0.49 0.31
C 1.42 -3.63 -1.38
N 0.13 -3.25 -1.84
H 0.68 -6.02 -2.81
H 1.32 -4.83 -3.93
H 2.31 -6.21 -3.45
H 3.96 -5.82 -1.85
H 4.92 -4.53 0.02
H 3.62 -2.66 1.02
H 1.74 -0.61 -1.19
H 0.64 1.30 -0.74
H -0.12 1.92 1.50
H 0.11 0.26 2.08
H 1.51 1.23 1.59
H -1.49 -0.77 0.04
H -1.52 1.80 -1.61
H -3.67 2.35 -2.20
H -5.58 0.15 -2.53
H -7.00 1.88 -3.66
H -5.81 3.11 -3.30
H -5.39 1.77 -4.39
H -7.56 1.61 2.09
H 0.15 -2.45 -2.46
H -0.34 -4.00 -2.33
*
```

***

2.
The following is a DFT calculation (the ωB97M-V functional and the def2-TZVPD basis) of the molecule C17H25ClN2O3S at a distorted geometry.

## Properties
* LUMO energy: 0.28 eV
* structure (SMILES): CN(C)S(=O)(=O)c1ccc(Cl)c(C(=O)NC2CCCCCCC2)c1
* Kohn-Sham gap: 9.87 eV
* ΔE to the lowest compared entry with this formula, charge and spin: 0.9277 eV

```
! RIJCOSX wB97M-V def2-TZVPD def2/J DEFGRID3
* xyz 0 1
C 0.99 4.12 2.52
N 1.69 3.20 1.66
C 1.08 2.94 0.39
S 2.32 1.85 2.43
O 3.08 1.13 1.45
O 2.96 2.30 3.62
C 0.87 0.88 2.85
C 0.18 1.13 4.02
C -0.99 0.44 4.27
C -1.46 -0.49 3.35
Cl -2.94 -1.31 3.67
C -0.76 -0.75 2.17
C -1.22 -1.80 1.20
O -1.56 -2.91 1.54
N -1.19 -1.38 -0.08
C -1.53 -2.25 -1.19
C -0.31 -3.08 -1.66
C 1.07 -2.41 -1.62
C 1.40 -1.35 -2.68
C 0.68 -0.01 -2.50
C -0.57 0.19 -3.36
C -1.50 -1.01 -3.52
C -2.27 -1.47 -2.29
C 0.41 -0.04 1.94
H -0.04 3.79 2.72
H 0.97 5.10 2.06
H 1.55 4.17 3.46
H 1.05 3.85 -0.20
H 1.70 2.20 -0.13
H 0.05 2.55 0.50
H 0.57 1.85 4.73
H -1.55 0.61 5.18
H -0.90 -0.44 -0.29
H -2.24 -2.97 -0.77
H -0.51 -3.48 -2.65
H -0.24 -3.93 -0.98
H 1.23 -1.98 -0.63
H 1.80 -3.21 -1.74
H 2.47 -1.17 -2.61
H 1.20 -1.75 -3.68
H 1.38 0.80 -2.76
H 0.45 0.13 -1.44
H -1.14 1.03 -2.96
H -0.24 0.47 -4.36
H -0.95 -1.85 -3.94
H -2.25 -0.73 -4.27
H -2.75 -0.60 -1.82
H -3.08 -2.11 -2.65
H 1.02 -0.23 1.06
*
```

***

3.
The following is a DFT calculation (the ωB97M-V functional and the def2-TZVPD basis) of a cluster of 2 separate species, C3H7OS2 in total at a distorted geometry.

## Properties
* LUMO energy: -6.39 eV
* Kohn-Sham gap: 7.51 eV
* ΔE to the lowest compared entry with this formula, charge and spin: 2.1580 eV

```
! RIJCOSX wB97M-V def2-TZVPD def2/J DEFGRID3
* xyz 1 1
C -2.20 -0.42 0.29
C 1.05 1.16 -0.47
C 1.15 -1.05 0.64
O 0.36 -0.13 -0.22
S -2.01 -0.52 1.81
S -2.39 -0.15 -1.37
H 1.56 1.70 0.35
H 1.80 1.04 -1.16
H 0.42 1.79 -1.04
H 0.70 -1.01 1.66
H 1.09 -2.13 0.23
H 2.17 -0.69 0.57
H -3.69 0.42 -1.28
*
```

***

4.
The following is a DFT calculation (the ωB97M-V functional and the def2-TZVPD basis) of a cluster of 2 separate species, CH8Si2 in total at a distorted geometry.

## Properties
* expectation value of S²: 2.007
* LUMO energy (spin up / spin down): 1.06 / -1.69 eV
* Kohn-Sham gap (spin up / spin down): 9.65 / 8.74 eV
* ΔE to the lowest compared entry with this formula, charge and spin: 0.0000 eV

```
! RIJCOSX wB97M-V def2-TZVPD def2/J DEFGRID3
* xyz 0 3
C 0.12 0.69 -0.45
Si 0.71 0.83 1.41
Si -0.25 -0.86 -1.50
H -2.29 -0.14 -0.45
H 0.30 1.65 -0.92
H -0.21 1.62 2.33
H 1.13 -0.58 1.84
H 1.87 1.68 1.15
H 1.14 -0.95 -2.14
H 0.05 -2.09 -0.79
H -1.37 -0.94 -2.36
*
```

***

5.
The following is a DFT calculation (the ωB97M-V functional and the def2-TZVPD basis) of a cluster of 2 separate species, C6H14BrPS in total at a distorted geometry.

## Properties
* LUMO energy: 0.55 eV
* structure (SMILES): CC(C)(C)P(S)Br.C=C
* Kohn-Sham gap: 8.95 eV
* ΔE to the lowest compared entry with this formula, charge and spin: 1.9405 eV

```
! RIJCOSX wB97M-V def2-TZVPD def2/J DEFGRID3
* xyz 0 1
C 0.15 -1.23 2.31
C 0.12 -1.17 0.75
C -0.88 -2.28 0.31
C 1.50 -1.25 0.03
P -0.45 0.56 0.04
S -1.02 0.01 -1.85
Br -2.44 0.82 0.76
H 0.56 -0.34 2.83
H -0.89 -1.17 2.65
H 0.65 -2.10 2.81
H -0.46 -3.34 0.22
H -1.26 -1.98 -0.63
H -1.70 -2.33 1.01
H 1.70 -0.22 -0.21
H 2.22 -1.57 0.76
H 1.45 -1.90 -0.79
H 0.40 -0.50 -2.05
C -0.06 3.42 -2.08
C 0.22 3.14 -0.86
H -0.93 4.07 -2.22
H 0.41 3.28 -3.03
H -0.48 3.35 -0.12
H 1.19 2.72 -0.63
*
```

***

6.
The following is a DFT calculation (the ωB97M-V functional and the def2-TZVPD basis) of a cluster of 2 separate species, C5H14N2O2 in total at a distorted geometry.

## Properties
* expectation value of S²: 0.754
* LUMO energy (spin up / spin down): -2.97 / -8.15 eV
* Kohn-Sham gap (spin up / spin down): 11.05 / 5.84 eV
* ΔE to the lowest compared entry with this formula, charge and spin: 0.5996 eV

```
! RIJCOSX wB97M-V def2-TZVPD def2/J DEFGRID3
* xyz 1 2
C -0.73 0.46 -1.07
N -0.93 1.62 -0.23
C 0.09 2.40 0.20
O 1.24 2.02 0.12
C -1.08 -0.83 -0.25
C -1.01 -2.01 -1.26
N -0.33 -1.05 0.94
C -0.85 -2.02 1.84
H 0.28 0.36 -1.44
H -1.50 0.52 -1.84
H -1.88 1.85 0.01
H -0.21 3.29 0.75
H -2.14 -0.71 -0.02
H -1.93 -2.01 -1.82
H -0.25 -1.90 -2.03
H -0.89 -3.00 -0.81
H 0.65 -1.21 0.68
H -0.23 -2.12 2.73
H -0.75 -3.03 1.43
H -1.89 -1.83 2.07
H 2.11 -0.40 -0.72
H 2.72 0.74 0.18
O 2.84 -0.17 -0.15
*
```

***

7.
The following is a DFT calculation (the ωB97M-V functional and the def2-TZVPD basis) of the molecule C15H23NO3.

## Properties
* LUMO energy: 0.86 eV
* structure (SMILES): COc1ccc(CNC2CCCC2)c(OC)c1OC
* Kohn-Sham gap: 8.90 eV
* ΔE to the lowest compared entry with this formula, charge and spin: 3.6596 eV

```
! RIJCOSX wB97M-V def2-TZVPD def2/J DEFGRID3
* xyz 0 1
C 1.90 4.40 2.51
O 2.28 3.73 1.34
C 1.45 2.76 0.83
C 0.27 2.37 1.46
C -0.51 1.37 0.92
C -0.14 0.72 -0.25
C -0.99 -0.38 -0.82
N -1.60 -1.16 0.24
C -2.49 -2.21 -0.22
C -1.80 -3.38 -0.97
C -2.40 -4.65 -0.37
C -2.64 -4.27 1.09
C -3.21 -2.86 0.99
C 1.04 1.11 -0.89
O 1.36 0.49 -2.08
C 2.62 -0.16 -2.13
C 1.82 2.16 -0.38
O 2.94 2.49 -1.10
C 3.33 3.85 -1.16
H 1.83 3.72 3.37
H 2.69 5.13 2.70
H 0.95 4.93 2.39
H -0.04 2.83 2.38
H -1.42 1.06 1.41
H -1.81 0.07 -1.40
H -0.39 -0.98 -1.52
H -0.87 -1.56 0.83
H -3.23 -1.72 -0.87
H -1.94 -3.32 -2.04
H -0.73 -3.34 -0.76
H -1.74 -5.51 -0.48
H -3.35 -4.88 -0.85
H -1.69 -4.26 1.63
H -3.32 -4.96 1.59
H -4.28 -2.90 0.80
H -3.04 -2.27 1.89
H 2.69 -0.93 -1.36
H 3.44 0.55 -2.01
H 2.67 -0.61 -3.12
H 3.97 3.92 -2.04
H 2.47 4.51 -1.28
H 3.89 4.15 -0.27
*
```

***

8.
The following is a DFT calculation (the ωB97M-V functional and the def2-TZVPD basis) of a cluster of 8 separate species, C16H48O16 in total at a distorted geometry.

## Properties
* expectation value of S²: 0.757
* LUMO energy (spin up / spin down): -2.18 / -8.24 eV
* Kohn-Sham gap (spin up / spin down): 9.47 / 3.41 eV
* ΔE to the lowest compared entry with this formula, charge and spin: 0.2051 eV

```
! RIJCOSX wB97M-V def2-TZVPD def2/J DEFGRID3
* xyz 1 2
C -1.40 4.21 2.34
C -1.28 3.55 3.74
O -0.77 2.30 3.88
O -1.53 5.56 2.36
H -2.22 3.74 1.80
H -0.48 4.07 1.76
H -2.25 3.67 4.23
H -0.59 4.17 4.32
H -1.42 1.79 4.37
H -0.70 6.04 2.30
C 2.67 -0.37 3.20
C 2.34 -1.22 4.55
O 0.99 -1.42 4.80
O 2.71 -1.21 2.07
H 3.69 0.00 3.35
H 2.03 0.47 2.96
H 2.88 -0.73 5.36
H 2.76 -2.21 4.33
H 0.57 -2.12 4.30
H 2.16 -0.78 1.41
C 3.84 1.05 -4.98
C 3.66 1.65 -3.59
O 2.68 0.85 -2.93
O 4.64 -0.09 -5.17
H 4.39 1.81 -5.56
H 2.90 0.85 -5.49
H 3.34 2.69 -3.56
H 4.60 1.64 -3.03
H 2.60 1.18 -2.03
H 4.44 -0.38 -6.06
C -0.09 0.65 0.67
C -0.90 -0.33 1.60
O -1.23 -1.56 1.01
O 1.11 -0.03 0.24
H 0.01 1.62 1.16
H -0.67 0.91 -0.21
H -1.74 0.31 1.85
H -0.29 -0.49 2.48
H -1.99 -1.35 0.46
H 0.97 -0.58 -0.54
C 1.09 4.62 -2.43
C 0.71 3.70 -1.22
O 1.81 2.87 -0.98
O 2.12 5.45 -2.23
H 0.31 5.32 -2.72
H 1.22 4.04 -3.34
H -0.22 3.19 -1.47
H 0.49 4.29 -0.33
H 2.42 3.39 -0.46
H 2.31 5.76 -3.12
C -1.62 -4.12 3.04
C -1.74 -5.25 1.93
O -1.32 -6.53 2.40
O -0.43 -3.41 3.01
H -1.56 -4.52 4.06
H -2.51 -3.49 3.08
H -1.39 -4.94 0.95
H -2.80 -5.50 1.87
H -0.64 -6.84 1.80
H -0.42 -2.73 2.32
C -4.01 -3.34 -0.15
C -4.08 -1.91 -0.64
O -3.80 -0.90 0.24
O -4.39 -4.20 -1.17
H -4.57 -3.56 0.76
H -3.01 -3.69 0.10
H -5.11 -1.73 -0.96
H -3.42 -1.85 -1.50
H -3.93 -0.01 -0.09
H -5.24 -3.86 -1.47
C -0.14 -1.12 -4.33
C -0.22 -0.81 -2.85
O 0.85 -1.43 -2.13
O 0.94 -0.37 -4.90
H -1.06 -0.81 -4.83
H 0.11 -2.16 -4.55
H -1.17 -1.16 -2.43
H -0.15 0.24 -2.60
H 0.66 -2.37 -2.24
H 1.51 -0.17 -4.15
*
```

***

9.
The following is a DFT calculation (the ωB97M-V functional and the def2-TZVPD basis) of a structure of composition C21H47GeMgN4OPSe at a distorted geometry.

## Properties
* LUMO energy: -4.35 eV
* Kohn-Sham gap: 9.85 eV
* ΔE to the lowest compared entry with this formula, charge and spin: 0.8365 eV

```
! RIJCOSX wB97M-V def2-TZVPD def2/J DEFGRID3
* xyz 2 1
Mg 0.76 0.13 0.35
C -0.46 3.82 4.23
N 0.31 2.88 3.51
C 1.67 2.50 3.88
C 2.04 1.63 2.92
N 1.01 1.37 2.05
C 0.02 2.10 2.48
H -0.65 4.65 3.56
H 0.12 4.14 5.13
H -1.39 3.41 4.47
H 2.19 3.06 4.67
H 2.94 1.12 2.68
H -0.88 2.35 1.94
C 0.37 -2.70 3.35
C -0.13 -3.11 1.97
P -0.91 -1.69 1.11
C -2.09 -2.23 -0.08
C -2.85 -3.56 0.12
C -1.92 -0.86 2.33
C -3.04 -1.67 2.88
H 0.73 -3.53 3.97
H -0.49 -2.28 3.87
H 1.24 -2.04 3.34
H -0.86 -3.94 2.10
H 0.64 -3.58 1.42
H -1.67 -2.28 -1.06
H -2.78 -1.37 -0.07
H -2.35 -4.40 -0.38
H -3.85 -3.38 -0.32
H -3.02 -3.80 1.21
H -2.27 0.03 1.93
H -1.26 -0.49 3.16
H -3.85 -1.85 2.17
H -3.37 -1.13 3.80
H -2.66 -2.63 3.17
C -2.70 3.11 -3.93
Ge -3.00 2.99 -1.97
C -4.20 4.42 -1.37
C -3.58 1.29 -1.09
C -1.16 3.23 -1.15
Se 0.03 1.73 -1.67
C 1.57 2.72 -2.24
H -3.66 3.04 -4.44
H -1.89 2.46 -4.29
H -2.33 4.15 -4.07
H -5.16 4.44 -1.89
H -3.85 5.46 -1.24
H -4.58 4.19 -0.32
H -4.59 1.20 -1.40
H -3.57 1.28 0.00
H -3.07 0.41 -1.47
H -1.06 3.39 -0.07
H -0.70 4.04 -1.66
H 1.79 3.54 -1.55
H 1.22 3.07 -3.26
H 2.34 2.07 -2.34
C 4.39 -1.53 0.48
N 3.94 -1.88 -0.88
C 4.79 -2.82 -1.61
C 4.56 -2.67 -3.10
C 3.10 -2.68 -3.46
N 2.32 -1.76 -2.55
C 1.03 -1.43 -3.00
C 2.82 -1.44 -1.39
O 2.19 -0.57 -0.67
H 5.43 -1.79 0.61
H 3.86 -1.96 1.28
H 4.35 -0.42 0.62
H 4.70 -3.86 -1.24
H 5.87 -2.63 -1.38
H 5.02 -3.49 -3.61
H 5.01 -1.72 -3.40
H 2.75 -3.67 -3.24
H 2.89 -2.48 -4.49
H 0.91 -0.61 -3.70
H 0.33 -1.19 -2.18
H 0.61 -2.27 -3.52
*
```

***

10.
The following is a DFT calculation (the ωB97M-V functional and the def2-TZVPD basis) of a structure of composition C8H11NO2Sr at a distorted geometry.

## Properties
* LUMO energy: 5.63 eV
* Kohn-Sham gap: 4.63 eV
* ΔE to the lowest compared entry with this formula, charge and spin: 0.0000 eV

```
! RIJCOSX wB97M-V def2-TZVPD def2/J DEFGRID3
* xyz -2 1
C -0.38 1.16 -1.93
C 1.02 1.37 -1.77
C 1.20 2.41 -0.80
C -0.08 2.83 -0.38
C -1.06 2.07 -1.07
Sr 0.16 -0.15 0.64
N -1.54 -1.39 -0.20
C -0.26 -2.33 -0.50
C 1.13 -1.94 -0.74
H 2.16 2.84 -0.50
H 1.81 0.86 -2.32
H -0.29 3.66 0.32
H -2.14 2.19 -1.01
H -0.84 0.45 -2.62
H 1.41 -1.80 -1.78
H -0.25 -3.14 0.27
H -2.35 -2.03 -0.15
H 1.87 -2.47 -0.14
H -0.58 -2.74 -1.48
O -0.64 -0.11 5.19
C -0.26 -0.45 4.06
O -0.30 0.20 2.94
H 0.19 -1.47 3.94
*
```

***

11.
The following is a DFT calculation (the ωB97M-V functional and the def2-TZVPD basis) of the molecule C4H7N3 at a distorted geometry.

## Properties
* LUMO energy: 1.05 eV
* structure (SMILES): NC1=C[C@]2(N)N[C@H]12
* Kohn-Sham gap: 8.51 eV
* ΔE to the lowest compared entry with this formula, charge and spin: 3.1442 eV

```
! RIJCOSX wB97M-V def2-TZVPD def2/J DEFGRID3
* xyz 0 1
N -0.83 -1.40 1.92
C -0.43 -0.60 0.88
C -1.05 0.26 0.06
C 0.23 0.59 -0.68
N 0.54 1.81 -1.36
N 0.84 -0.63 -1.20
C 0.94 -0.41 0.28
H -0.26 -2.21 2.09
H -1.82 -1.60 1.92
H -2.09 0.47 -0.15
H 0.03 1.85 -2.25
H 0.25 2.62 -0.82
H 1.76 -0.27 -1.51
H 1.90 -0.49 0.80
*
```

***

12.
The following is a DFT calculation (the ωB97M-V functional and the def2-TZVPD basis) of a structure of composition C17H40FInNO3S.

## Properties
* LUMO energy: 2.17 eV
* Kohn-Sham gap: 6.65 eV

```
! RIJCOSX wB97M-V def2-TZVPD def2/J DEFGRID3
* xyz -1 1
C -0.39 -0.12 3.03
C 0.71 0.90 2.77
C 2.05 0.31 2.28
C 2.30 0.55 0.79
C 1.27 -0.05 -0.18
C 1.55 -1.47 -0.69
C 1.79 -2.55 0.37
C 1.63 -3.98 -0.19
C 0.34 -4.67 0.27
C -0.91 -3.80 0.09
C -2.23 -4.58 0.18
C -3.39 -3.70 0.64
C -3.52 -2.38 -0.13
C -4.74 -1.54 0.25
In -4.91 0.12 -1.19
N -4.83 -0.78 -3.12
F -6.72 1.06 -1.00
H -0.35 -0.94 2.32
H -0.30 -0.56 4.03
H -1.39 0.32 2.95
H 0.36 1.64 2.04
H 0.89 1.47 3.69
H 2.09 -0.76 2.51
H 2.88 0.76 2.84
H 2.33 1.63 0.63
H 3.30 0.18 0.51
H 1.22 0.60 -1.06
H 0.27 -0.01 0.26
H 0.68 -1.77 -1.29
H 2.40 -1.45 -1.38
H 1.07 -2.41 1.18
H 2.78 -2.42 0.82
H 2.49 -4.60 0.09
H 1.64 -3.94 -1.29
H 0.21 -5.61 -0.29
H 0.43 -4.95 1.32
H -0.86 -3.28 -0.88
H -0.92 -3.02 0.85
H -2.09 -5.42 0.88
H -2.47 -5.02 -0.79
H -3.29 -3.48 1.71
H -4.33 -4.26 0.53
H -2.62 -1.78 0.05
H -3.52 -2.60 -1.21
H -5.65 -2.15 0.28
H -4.60 -1.11 1.25
H -3.64 1.34 -1.04
H -5.25 -0.16 -3.81
H -5.44 -1.60 -3.11
O 2.55 3.57 -1.67
S 2.70 4.88 -2.22
O 3.96 5.26 -2.78
O 2.26 5.94 -1.13
C 2.74 5.72 0.23
C 4.19 6.10 0.39
C 1.42 5.20 -3.39
H 2.55 4.68 0.50
H 2.09 6.36 0.83
H 4.84 5.43 -0.17
H 4.45 6.03 1.45
H 4.37 7.12 0.06
H 0.47 4.93 -2.94
H 1.64 4.57 -4.25
H 1.46 6.25 -3.66
*
```